[1]
Density functional theory data (ωB97M-V/def2-TZVPD) for a molecular structure, C6H13HoO3.

Values from the calculation:
**Molar mass**: 298.10 Da
**Net charge**: +1
**Gap between HOMO and LUMO (alpha / beta)**: 6.5 / 7.9 eV
**E_HOMO (alpha / beta)**: -0.3544 / -0.4315 Eh
**2S+1**: 6

```
23
C6H13HoO3 (ωB97M-V/def2-TZVPD)
C 0.116 1.237 -2.351
O -0.031 -0.167 -2.244
C 1.142 -0.893 -1.929
C 1.540 -0.758 -0.475
O 0.368 -0.801 0.315
C 0.515 -0.839 1.726
C -0.596 -0.078 2.420
O -1.079 1.054 1.761
C -2.364 0.919 1.080
Ho -1.751 -0.362 -0.616
H 0.874 1.478 -3.110
H -0.868 1.636 -2.621
H 1.958 -0.527 -2.573
H 0.884 -1.946 -2.120
H 2.039 0.205 -0.294
H 2.223 -1.572 -0.185
H 1.476 -0.371 1.989
H 0.545 -1.889 2.056
H -0.167 0.310 3.355
H -1.412 -0.795 2.626
H -3.136 0.539 1.776
H -2.647 1.946 0.789
H 0.373 1.675 -1.374
```

Atomic partial charges in e from the Löwdin method, atoms 1 to 2: C -0.10; O -0.38



[2]
Density functional theory data (ωB97M-V/def2-TZVPD) for a molecular structure, C6H13IN3O2.

Values from the calculation:
**Relative energy (zero: lowest compared OMol25 entry of this formula, charge and spin)**: 0.0000 eV
**Molar mass**: 286.09 Da
**Net charge**: +1
**Gap between HOMO and LUMO (alpha / beta)**: 8.3 / 8.3 eV
**E_HOMO (alpha / beta)**: -0.4619 / -0.4620 Eh

```
25
C6H13IN3O2 (ωB97M-V/def2-TZVPD)
C -0.568 0.699 -0.109
C -2.669 2.095 -0.145
C 3.055 1.112 0.178
C 1.905 -0.914 1.074
C 1.856 -0.531 -1.361
C 1.863 0.171 -0.083
N -1.491 1.579 -0.114
N -3.812 -1.904 -0.115
N -4.452 -2.775 0.293
O -0.966 -0.570 -0.238
O 0.667 1.069 -0.051
I -4.660 0.270 -0.026
H -3.182 2.381 -1.001
H -3.058 2.656 0.757
H 4.021 0.549 0.481
H 3.206 1.961 -0.526
H 2.679 1.655 1.062
H 2.475 -1.735 0.686
H 0.935 -1.212 1.459
H 2.298 -0.542 2.104
H 2.794 -0.986 -1.640
H 1.120 -1.237 -1.526
H 1.583 0.275 -2.134
H -5.324 -2.889 0.779
H -0.276 -1.177 0.195
```

Atomic partial charges in e from the Löwdin method, atoms 1 to 2: C -0.44; C -0.18



> Which formula does entry 1 have?

C6H13HoO3